Formula: C84H210N14O28
Source: the Open Molecules 2025 dataset
Level of theory: ωB97M-V/def2-TZVPD

## Properties
Total energy (Eh): -6198.93907
HOMO-LUMO gap (Ha): 0.3104
HOMO (eV): -7.931
Energy above the lowest of the compared OMol25 structures with the same formula, charge and spin (kcal per mole): 121.33

The geometry in XYZ format:
```
336
Properties=species:S:1:pos:R:3:lowdin_charge:R:1
C -1.190 -4.771 3.322 -0.060
O -1.290 -3.385 3.752 -0.235
C -1.318 -3.065 5.159 -0.182
C -1.639 -1.558 5.354 -0.181
N -3.012 -1.293 4.860 -0.032
C -3.372 0.101 4.587 -0.187
C -3.181 1.033 5.780 -0.217
O -1.831 1.313 6.029 -0.221
C -1.573 2.186 7.119 -0.093
H -0.978 -4.870 2.257 0.072
H -2.171 -5.198 3.527 0.077
H -0.376 -5.296 3.822 0.083
H -0.341 -3.325 5.568 0.098
H -2.083 -3.679 5.635 0.115
H -0.896 -0.969 4.816 0.095
H -1.570 -1.311 6.413 0.113
H -3.167 -1.867 4.044 0.063
H -4.415 0.143 4.272 0.103
H -2.858 0.494 3.710 0.087
H -3.687 0.665 6.672 0.128
H -3.714 1.927 5.457 0.108
H -1.872 1.696 8.046 0.091
H -1.953 3.205 7.039 0.089
H -0.506 2.365 7.250 0.062
C 6.814 -0.400 -6.403 -0.087
O 5.772 -0.175 -5.484 -0.259
C 5.353 1.157 -5.285 -0.163
C 6.292 1.875 -4.224 -0.198
N 6.121 1.318 -2.917 -0.044
C 7.285 1.602 -2.038 -0.171
C 7.265 0.857 -0.722 -0.201
O 7.451 -0.529 -0.964 -0.175
C 7.412 -1.344 0.143 -0.128
H 7.740 0.063 -6.062 0.083
H 6.610 -0.022 -7.406 0.088
H 7.035 -1.459 -6.533 0.091
H 4.344 0.987 -4.909 0.106
H 5.143 1.623 -6.247 0.124
H 6.005 2.926 -4.204 0.102
H 7.341 1.772 -4.504 0.103
H 5.865 0.358 -3.102 0.088
H 7.199 2.664 -1.805 0.102
H 8.229 1.335 -2.513 0.120
H 6.286 0.927 -0.249 0.104
H 8.020 1.335 -0.097 0.127
H 6.418 -1.437 0.580 0.068
H 8.079 -1.069 0.959 0.081
H 7.708 -2.369 -0.081 0.072
C -1.995 -6.186 -1.532 -0.107
O -1.399 -4.955 -1.205 -0.191
C 0.009 -4.935 -1.099 -0.202
C 0.404 -3.533 -0.544 -0.207
N 1.801 -3.190 -0.399 -0.025
C 2.395 -4.176 0.527 -0.184
C 3.897 -3.926 0.717 -0.242
O 4.524 -5.014 1.334 -0.160
C 5.945 -4.742 1.421 -0.073
H -1.980 -6.887 -0.697 0.085
H -1.512 -6.627 -2.404 0.086
H -3.044 -6.081 -1.806 0.078
H 0.521 -5.063 -2.053 0.122
H 0.399 -5.673 -0.398 0.106
H -0.065 -3.309 0.414 0.088
H 0.091 -2.791 -1.279 0.096
H 1.962 -2.237 -0.106 0.067
H 2.299 -5.212 0.203 0.111
H 1.899 -4.228 1.496 0.109
H 4.014 -2.981 1.247 0.096
H 4.350 -3.803 -0.267 0.114
H 6.198 -4.010 2.188 0.077
H 6.391 -4.493 0.459 0.070
H 6.439 -5.669 1.713 0.086
C -0.967 -1.659 -3.882 -0.082
O 0.197 -1.848 -4.703 -0.189
C 1.331 -2.012 -3.912 -0.235
C 2.489 -1.562 -4.816 -0.191
N 3.773 -1.660 -4.180 -0.059
C 4.163 -2.958 -3.664 -0.185
C 5.543 -2.769 -3.075 -0.226
O 6.077 -4.028 -2.697 -0.183
C 7.496 -4.071 -2.493 -0.096
H -1.107 -2.527 -3.237 0.081
H -1.838 -1.620 -4.536 0.065
H -1.008 -0.732 -3.311 0.069
H 1.285 -3.075 -3.672 0.118
H 1.263 -1.416 -3.002 0.115
H 2.243 -0.546 -5.125 0.111
H 2.465 -2.045 -5.792 0.116
H 4.528 -1.142 -4.607 0.053
H 4.153 -3.691 -4.470 0.126
H 3.563 -3.306 -2.822 0.104
H 5.595 -2.027 -2.279 0.108
H 6.180 -2.345 -3.852 0.112
H 7.906 -3.239 -1.920 0.061
H 7.991 -4.023 -3.463 0.081
H 7.849 -5.014 -2.075 0.086
C -0.414 5.467 -4.131 -0.095
O -1.631 4.826 -4.524 -0.164
C -1.575 3.453 -4.200 -0.223
C -2.699 2.722 -5.011 -0.199
N -2.342 2.528 -6.390 -0.081
C -3.221 1.550 -7.012 -0.212
C -2.802 1.486 -8.441 -0.193
O -3.962 0.896 -9.145 -0.207
C -3.588 0.411 -10.464 -0.109
H -0.162 5.334 -3.078 0.053
H -0.484 6.547 -4.255 0.092
H 0.398 5.043 -4.723 0.083
H -1.792 3.215 -3.159 0.095
H -0.658 2.915 -4.442 0.117
H -3.623 3.289 -4.903 0.121
H -2.769 1.764 -4.496 0.102
H -2.216 3.385 -6.910 0.112
H -4.255 1.865 -6.873 0.127
H -2.954 0.620 -6.511 0.118
H -1.956 0.828 -8.641 0.119
H -2.534 2.466 -8.835 0.118
H -3.020 1.099 -11.090 0.077
H -4.496 0.217 -11.035 0.080
H -2.975 -0.482 -10.338 0.079
C -3.635 0.429 -1.535 -0.103
O -2.554 0.114 -0.692 -0.188
C -2.738 -0.002 0.744 -0.153
C -1.547 -0.764 1.418 -0.176
N -0.331 -0.007 1.284 -0.017
C 0.750 -0.621 2.066 -0.169
C 2.128 -0.103 1.667 -0.204
O 2.309 -0.410 0.323 -0.217
C 3.618 -0.111 -0.145 -0.078
H -4.571 -0.105 -1.374 0.075
H -3.353 0.393 -2.587 0.073
H -3.955 1.471 -1.503 0.061
H -3.699 -0.455 0.985 0.097
H -2.728 0.990 1.197 0.082
H -1.413 -1.720 0.912 0.108
H -1.749 -0.812 2.487 0.092
H -0.013 0.028 0.326 0.075
H 0.848 -1.686 1.852 0.102
H 0.603 -0.529 3.142 0.104
H 2.924 -0.660 2.162 0.100
H 2.197 0.955 1.922 0.113
H 3.731 -0.281 -1.215 0.091
H 4.377 -0.745 0.315 0.061
H 3.991 0.892 0.067 0.065
C -0.995 9.201 0.870 -0.089
O -1.001 7.907 0.250 -0.211
C 0.032 7.065 0.640 -0.233
C -0.112 5.669 -0.031 -0.149
N 1.135 4.915 0.053 -0.064
C 1.443 4.597 1.425 -0.166
C 0.520 3.489 2.061 -0.156
O -0.549 4.027 2.908 -0.196
C -1.499 2.993 3.187 -0.104
H -1.228 8.983 1.913 0.081
H -1.734 9.798 0.335 0.089
H -0.074 9.780 0.808 0.082
H 0.053 7.010 1.728 0.108
H 0.938 7.616 0.385 0.123
H -0.447 5.865 -1.050 0.107
H -0.876 5.115 0.513 0.094
H 1.186 4.216 -0.674 0.064
H 1.526 5.436 2.117 0.118
H 2.437 4.153 1.487 0.090
H 1.143 2.827 2.663 0.089
H 0.035 2.956 1.243 0.101
H -2.268 3.513 3.758 0.079
H -1.039 2.173 3.738 0.073
H -1.955 2.461 2.352 0.056
C -3.294 4.479 -0.791 -0.096
O -4.507 3.793 -1.069 -0.228
C -5.536 4.668 -1.539 -0.171
C -6.876 3.796 -1.534 -0.160
N -6.841 2.611 -2.472 -0.050
C -7.926 1.681 -2.238 -0.214
C -7.785 0.525 -3.253 -0.174
O -6.518 -0.173 -3.225 -0.208
C -6.480 -1.306 -4.028 -0.141
H -2.885 4.924 -1.698 0.088
H -2.553 3.821 -0.337 0.073
H -3.467 5.229 -0.018 0.082
H -5.326 4.874 -2.589 0.114
H -5.631 5.609 -0.997 0.117
H -7.652 4.476 -1.884 0.106
H -7.159 3.544 -0.512 0.091
H -6.016 2.079 -2.234 0.074
H -8.925 2.113 -2.197 0.123
H -7.768 1.360 -1.208 0.105
H -7.994 0.889 -4.259 0.124
H -8.488 -0.207 -2.857 0.116
H -6.733 -1.037 -5.054 0.092
H -7.112 -2.138 -3.714 0.079
H -5.448 -1.655 -4.033 0.077
C 5.731 -0.928 3.502 -0.091
O 6.985 -1.659 3.482 -0.235
C 8.090 -0.839 4.079 -0.166
C 9.423 -1.593 3.933 -0.205
N 10.618 -0.847 4.313 -0.075
C 10.794 -0.571 5.743 -0.179
C 12.143 0.159 5.991 -0.244
O 13.245 -0.685 5.920 -0.192
C 14.435 0.044 6.077 -0.114
H 5.874 -0.021 2.915 0.072
H 5.476 -0.667 4.529 0.090
H 4.943 -1.471 2.981 0.054
H 7.745 -0.667 5.098 0.112
H 8.108 0.119 3.561 0.111
H 9.529 -1.933 2.903 0.116
H 9.353 -2.442 4.614 0.112
H 11.378 -1.392 3.931 0.108
H 10.717 -1.519 6.275 0.114
H 10.006 0.024 6.204 0.113
H 12.183 0.673 6.951 0.115
H 12.286 0.940 5.244 0.116
H 14.471 0.660 6.975 0.088
H 14.517 0.631 5.162 0.089
H 15.264 -0.663 6.106 0.090
C 4.702 3.071 2.842 -0.102
O 3.574 2.666 3.637 -0.211
C 3.644 3.386 4.861 -0.196
C 2.517 2.750 5.741 -0.180
N 2.806 1.342 5.996 -0.062
C 1.699 0.658 6.610 -0.229
C 1.878 -0.835 6.378 -0.161
O 2.232 -1.167 4.995 -0.236
C 2.642 -2.486 4.656 -0.073
H 5.632 2.809 3.348 0.089
H 4.565 4.119 2.577 0.076
H 4.752 2.484 1.925 0.075
H 3.454 4.458 4.810 0.119
H 4.630 3.246 5.304 0.116
H 1.543 2.805 5.256 0.107
H 2.390 3.214 6.720 0.117
H 2.808 0.883 5.097 0.081
H 0.752 0.944 6.152 0.092
H 1.732 0.924 7.666 0.129
H 0.924 -1.233 6.722 0.106
H 2.736 -1.131 6.983 0.121
H 2.837 -2.461 3.584 0.066
H 1.875 -3.230 4.872 0.078
H 3.529 -2.638 5.270 0.091
C -6.477 -0.076 2.188 -0.122
O -6.720 1.262 2.592 -0.176
C -5.695 2.098 2.060 -0.195
C -5.831 3.560 2.572 -0.182
N -5.894 3.613 4.040 -0.056
C -5.924 4.942 4.642 -0.186
C -4.732 5.855 4.162 -0.213
O -4.933 6.368 2.838 -0.197
C -3.846 7.268 2.545 -0.098
H -6.491 -0.267 1.115 0.071
H -7.271 -0.775 2.450 0.085
H -5.549 -0.427 2.640 0.058
H -5.905 2.188 0.995 0.103
H -4.699 1.740 2.321 0.098
H -6.604 4.129 2.057 0.115
H -4.892 4.034 2.285 0.101
H -6.736 3.150 4.353 0.103
H -5.898 4.893 5.730 0.104
H -6.907 5.410 4.591 0.109
H -3.772 5.340 4.198 0.098
H -4.478 6.526 4.982 0.111
H -3.830 8.077 3.276 0.083
H -3.903 7.735 1.562 0.087
H -2.919 6.712 2.681 0.081
C 0.187 1.867 -1.561 -0.092
O 0.790 3.056 -2.049 -0.249
C 2.104 2.707 -2.609 -0.150
C 2.768 4.037 -2.926 -0.165
N 3.477 4.710 -1.791 -0.042
C 4.664 3.989 -1.266 -0.171
C 5.449 4.827 -0.205 -0.227
O 6.387 3.925 0.311 -0.213
C 7.269 4.504 1.295 -0.087
H 0.047 1.149 -2.369 0.083
H -0.829 2.150 -1.286 0.078
H 0.745 1.463 -0.717 0.073
H 1.859 2.229 -3.558 0.118
H 2.690 2.072 -1.944 0.107
H 2.080 4.772 -3.341 0.093
H 3.497 3.922 -3.728 0.107
H 2.887 4.978 -1.017 0.055
H 5.387 3.851 -2.070 0.091
H 4.374 3.007 -0.892 0.091
H 4.771 5.303 0.503 0.103
H 5.862 5.765 -0.574 0.121
H 7.808 3.744 1.861 0.086
H 6.678 5.008 2.060 0.072
H 7.955 5.269 0.931 0.087
C -7.419 -5.344 -1.280 -0.069
O -7.634 -4.113 -0.534 -0.198
C -6.678 -3.082 -0.771 -0.191
C -5.476 -3.322 0.204 -0.162
N -5.928 -3.405 1.618 -0.044
C -4.845 -3.827 2.464 -0.215
C -5.408 -4.235 3.818 -0.203
O -5.787 -5.614 3.790 -0.204
C -6.568 -5.990 4.917 -0.105
H -7.541 -5.326 -2.363 0.071
H -8.076 -6.105 -0.858 0.080
H -6.391 -5.666 -1.116 0.081
H -7.153 -2.102 -0.723 0.110
H -6.381 -3.106 -1.820 0.096
H -4.713 -2.594 -0.073 0.110
H -5.088 -4.301 -0.078 0.096
H -6.626 -4.134 1.639 0.105
H -4.213 -2.939 2.464 0.102
H -4.276 -4.635 2.004 0.117
H -6.279 -3.669 4.148 0.123
H -4.639 -4.124 4.582 0.106
H -7.503 -5.436 5.011 0.084
H -5.956 -5.689 5.767 0.080
H -6.702 -7.071 4.909 0.089
C -8.736 -8.194 -2.700 -0.086
O -7.388 -7.920 -3.129 -0.205
C -7.275 -7.724 -4.485 -0.249
C -5.791 -7.285 -4.631 -0.191
N -5.347 -6.841 -5.954 -0.054
C -6.035 -5.619 -6.372 -0.235
C -6.110 -4.390 -5.442 -0.176
O -4.825 -4.069 -4.734 -0.220
C -3.806 -3.417 -5.593 -0.063
H -9.111 -9.132 -3.111 0.088
H -9.380 -7.321 -2.800 0.089
H -8.649 -8.404 -1.634 0.083
H -7.823 -6.823 -4.759 0.101
H -7.560 -8.545 -5.143 0.132
H -5.294 -8.225 -4.389 0.118
H -5.485 -6.523 -3.915 0.104
H -4.368 -6.872 -6.204 0.107
H -7.061 -5.838 -6.668 0.109
H -5.529 -5.328 -7.292 0.104
H -6.840 -4.807 -4.748 0.087
H -6.546 -3.568 -6.010 0.117
H -4.070 -2.368 -5.732 0.071
H -3.691 -3.879 -6.573 0.079
H -2.882 -3.593 -5.042 0.076
```